Molecular formula: C6H8N
Method: DFT, ωB97M-V with the def2-TZVPD basis set

Atoms and positions in Å:
1 C -0.557 -1.971 -1.017
2 C -1.590 -1.137 -1.078
3 C -0.347 -0.841 -0.206
4 C -2.101 0.171 -0.463
5 C 2.520 -1.058 0.086
6 C -0.124 1.380 0.734
7 N -0.723 0.340 0.127
8 H -2.274 0.922 -1.314
9 H -2.928 0.228 0.184
10 H 1.831 -1.520 0.723
11 H 2.779 -0.048 0.318
12 H 3.029 -1.632 -0.729
13 H 0.993 1.526 0.536
14 H -0.126 1.343 1.796
15 H -0.383 2.295 0.303

Calculated values
Relative energy (zero: lowest compared OMol25 entry of this formula, charge and spin) ... 11.292 eV
E_HOMO (spin up / spin down) ... -12.876 / -14.385 eV
Kohn-Sham gap (spin up / spin down) ... 5.84 / 9.62 eV
Total charge ... +1